No. 1
Below is C24H18F5N7PrS2 as an isolated structure in a non-equilibrium geometry, with properties calculated with the ωB97M-V functional and the def2-TZVPD basis.

The total charge is +1. The expectation value of S² is 2.0034. As for the total energy: -84930.7141 eV. The calculation puts the energy relative to the best compared isomer or geometry (same formula, charge and spin) at 0.00 kcal per mole. The HOMO energy (alpha / beta) is -10.08 / -10.12 eV. The spin multiplicity is 3. The calculation puts the largest force on an atom at 3.1 eV Å⁻¹.

Geometry as XYZ:
```
57
Properties=species:S:1:pos:R:3:forces:R:3
Pr 0.924122 0.772246 -0.263256 -0.7 -0.7 0.2
C -4.107306 1.310287 2.090648 -0.3 1.1 -1.3
C -3.110487 2.033768 1.428469 -0.4 0.2 -0.2
C -1.832364 1.516983 1.348137 0.1 -0.5 0.4
C -1.552461 0.222340 1.848575 -0.8 1.1 0.7
C -2.589359 -0.511828 2.466726 0.6 0.0 -0.5
C -3.842859 0.073307 2.575999 0.2 -1.7 0.9
N -0.289834 -0.280185 1.660213 1.9 -0.3 0.2
C 0.300758 -1.015643 2.651928 -0.7 -1.4 -1.5
C 0.195983 -0.758663 4.052115 -0.1 1.3 -0.4
C 0.495182 -1.730818 4.979922 -0.3 1.7 -0.9
C 0.836337 -3.005667 4.604234 -0.2 -2.1 -1.1
C 0.912981 -3.348826 3.260965 1.0 1.8 -0.1
C 0.876099 -2.330073 2.209371 -0.3 0.8 3.0
N 1.446851 -2.573188 1.039293 -0.8 0.6 0.7
N 1.656949 -1.526973 0.301288 0.7 -1.6 -0.1
C 2.236750 -1.943953 -0.898514 0.3 0.7 -1.4
C 2.527276 -3.250810 -1.301266 -0.4 0.7 -0.7
C 2.757259 -3.459206 -2.660807 0.4 0.3 0.9
C 2.894651 -2.377914 -3.530084 -0.5 0.3 0.3
C 2.729692 -1.086449 -3.006285 1.4 -0.1 -1.0
N 2.416702 -0.878431 -1.721884 -0.6 -0.1 0.0
H -5.149457 1.588994 2.069169 0.0 0.6 0.1
H -3.320667 2.969392 0.910271 -0.1 -0.1 0.4
H -1.021360 2.147997 0.959549 -0.4 -0.2 -0.1
H -2.396647 -1.556503 2.752813 -0.2 0.6 0.0
H -4.659965 -0.476433 3.043444 0.3 0.0 -0.1
H -0.046583 0.309941 4.349610 0.0 -1.6 -0.3
H 0.438445 -1.469983 6.000745 0.0 0.2 1.0
H 1.001724 -3.743507 5.390478 0.0 0.0 -0.4
H 1.261200 -4.298617 2.944025 0.2 -0.9 -0.1
H 2.477232 -4.054408 -0.600970 -0.1 -0.3 0.2
H 2.888993 -4.483211 -2.976866 0.1 0.0 -0.3
H 3.097393 -2.553513 -4.581614 0.0 0.2 0.2
H 3.043825 -0.214351 -3.656490 -0.9 -0.9 1.0
N 1.427855 2.358594 1.774230 -2.5 -0.3 1.1
N 1.593206 3.321096 0.787632 1.1 0.6 -1.4
C 2.747527 3.213846 0.059565 0.5 1.4 -0.1
N 3.237139 4.280399 -0.618696 -2.1 0.4 1.1
S 3.605593 1.782808 0.113158 0.5 -0.5 -0.2
H 0.722515 2.657705 2.500424 1.4 -0.4 -1.0
H 2.337560 2.063501 2.063208 0.6 -0.1 1.1
H 1.033802 4.151925 0.811891 -0.1 0.4 0.1
H 2.774185 5.204923 -0.594970 0.5 -1.0 -0.1
H 3.959973 4.115708 -1.276186 0.6 -0.1 -0.5
F -4.158023 -1.035010 -4.937460 0.5 -0.1 0.3
C -3.249775 -0.233495 -4.355947 -0.6 -1.6 -0.6
C -2.441736 -0.713611 -3.333952 1.0 -0.9 0.6
F -2.425882 -2.061626 -3.108908 -0.3 1.4 0.2
C -1.533502 0.146669 -2.679927 -1.7 -1.7 -0.4
F -0.762522 -0.391504 -1.629574 -0.9 0.4 -1.2
C -1.453047 1.463902 -3.057100 0.5 -0.2 -0.5
S -0.285780 2.475267 -2.248877 0.4 0.4 0.4
C -2.152690 1.818646 -4.232743 0.6 1.2 -0.6
F -1.821491 3.029122 -4.784418 -0.7 -1.1 0.5
C -3.041267 0.983016 -4.936079 1.5 1.7 1.7
F -3.610691 1.352018 -6.055222 -0.3 0.1 -0.2
```
Positions in Å, forces in eV/Å.



No. 2
Below is C24H18IrN7O3 as an isolated structure in a non-equilibrium geometry, with properties calculated with the ωB97M-V functional and the def2-TZVPD basis.

The total charge is +2. The expectation value of S² is 6.0450. As for the total energy: -44573.9224 eV. The calculation puts the energy relative to the best compared isomer or geometry (same formula, charge and spin) at 0.00 kcal per mole. The HOMO energy (alpha / beta) is -14.21 / -14.78 eV. The spin multiplicity is 5. The calculation puts the largest force on an atom at 4.8 eV Å⁻¹.

Geometry as XYZ:
```
53
Properties=species:S:1:pos:R:3:forces:R:3
Ir 1.694694 0.127046 -0.227396 0.3 0.7 0.6
O -4.684696 0.715524 4.126001 0.7 -0.3 0.3
C -3.524328 0.022670 4.327501 -1.6 -0.6 0.4
O -3.483236 -0.937074 5.043669 -0.1 0.4 -0.1
C -2.367710 0.440710 3.538069 1.4 0.7 -1.0
C -2.470623 0.962680 2.250755 0.9 0.1 -0.3
C -1.301236 1.242842 1.528370 -0.3 -1.1 4.6
C -0.075528 1.184942 2.215086 -0.1 0.2 -1.6
C 0.071796 0.775639 3.519124 -1.7 -0.1 0.6
C -1.115562 0.321455 4.126595 0.2 -0.2 1.1
N 1.084863 1.485240 1.422822 -1.8 -0.6 0.6
C 1.888382 2.362793 1.810070 0.6 0.6 0.7
C 3.143300 2.387053 1.103863 0.8 -1.2 -1.1
C 4.236550 3.028440 1.614876 -0.3 -0.5 -0.5
C 5.478857 2.782387 1.052318 0.4 1.1 0.4
C 5.554939 1.941778 -0.041279 0.1 1.2 1.0
C 4.434736 1.355008 -0.548727 -0.9 -0.7 0.7
N 3.241163 1.490445 0.051982 0.6 1.0 0.3
H -4.501012 1.598687 3.777769 -0.1 -0.1 0.0
H -3.434515 1.133139 1.815139 -0.3 -0.1 -0.3
H -1.332448 1.572275 0.583722 -0.1 1.1 -3.4
H 0.975064 0.949282 4.082992 0.2 -0.6 -0.1
H -1.189224 -0.116984 5.134100 0.7 0.4 -0.4
H 1.748639 2.967008 2.725158 -0.1 -0.2 -0.6
H 4.048778 3.607223 2.481638 0.3 0.8 0.6
H 6.337539 3.347459 1.469160 -0.4 -0.8 -0.5
H 6.496301 1.784646 -0.453005 1.4 -0.5 -0.9
H 4.494542 0.622751 -1.327294 0.0 -0.1 -0.5
N -1.472705 -2.527419 0.160904 0.3 1.1 1.4
C -0.596942 -1.680681 0.699617 1.7 -0.6 -1.7
N 0.500036 -1.460838 -0.128056 -2.8 -0.8 0.0
C 0.201130 -2.218224 -1.286172 -0.6 -0.6 0.7
C 0.935373 -2.513671 -2.415273 1.3 0.2 0.4
C 0.486300 -3.548794 -3.189890 0.4 1.2 -1.9
C -0.764216 -4.106670 -3.073077 -1.3 -1.5 0.3
C -1.567481 -3.856193 -1.982016 1.8 2.1 0.1
C -1.012488 -2.885169 -1.116721 -1.2 -1.1 0.7
H -2.294665 -2.772675 0.753293 0.7 -0.2 -1.3
H -0.661275 -1.353599 1.707735 -0.1 0.4 0.5
H 1.897695 -2.029191 -2.616649 -0.4 -0.2 0.1
H 1.019702 -3.723487 -4.110776 0.3 -0.4 0.0
H -1.111779 -4.833055 -3.806005 0.2 0.2 0.1
H -2.539719 -4.237347 -1.845477 -0.8 -0.6 0.2
N -3.276160 -0.473946 -3.788319 -0.5 -0.2 -0.3
C -2.440178 0.021935 -2.867252 -0.6 0.0 -0.2
O -2.557522 -0.147418 -1.669667 0.5 0.2 0.0
C -1.289453 0.879839 -3.400851 -1.2 -0.9 -0.9
C -0.144271 0.873969 -2.658256 3.2 2.1 2.9
N 0.763502 1.187752 -1.958400 -2.1 -1.7 -1.7
C -1.221747 1.546551 -4.626136 0.4 1.0 -3.2
N -1.050358 2.013997 -5.709371 -0.7 -1.3 3.2
H -4.137755 -0.966620 -3.496139 1.0 0.5 -0.2
H -3.115051 -0.344107 -4.780124 -0.1 0.0 0.2
```
Positions in Å, forces in eV/Å.



No. 3
Below is C24H18N3NaO7S as an isolated structure in a non-equilibrium geometry, with properties calculated with the ωB97M-V functional and the def2-TZVPD basis.

The total charge is -2. As for the total energy: -59231.3305 eV. The calculation puts the energy relative to the best compared isomer or geometry (same formula, charge and spin) at 0.00 kcal per mole. The HOMO energy is -1.22 eV. The calculation puts the largest force on an atom at 3.4 eV Å⁻¹.

Geometry as XYZ:
```
54
Properties=species:S:1:pos:R:3:forces:R:3
Na -1.641511 -1.451841 0.489867 -0.3 0.5 0.5
C 3.822412 -2.455175 -4.243025 0.6 -0.3 -0.2
C 3.028873 -1.284049 -3.643816 -0.7 -0.3 0.1
C 3.758796 -0.028664 -4.089966 -0.1 1.3 -0.8
C 1.616216 -1.302150 -4.246842 -0.4 0.2 0.0
C 2.955355 -1.350448 -2.121973 0.6 -0.3 1.2
C 4.191090 -1.311136 -1.421726 -0.5 0.3 0.4
C 4.256155 -1.280942 -0.026701 0.6 -0.1 -0.6
C 3.101592 -1.306996 0.727849 -1.2 -0.6 -1.1
S 2.887319 -1.379768 2.427574 -0.5 0.2 0.5
C 1.118188 -1.484778 2.227490 0.0 -0.4 -2.1
N 0.767812 -1.545177 0.949157 0.6 0.1 0.5
C 1.837636 -1.451702 0.062548 0.6 0.3 0.8
C 1.778160 -1.464803 -1.357226 0.2 0.2 0.0
C 0.163631 -1.541542 3.330159 -0.9 0.1 2.5
C 0.501800 -1.277227 4.687599 0.2 0.2 -0.6
C -0.494222 -1.184676 5.669160 0.5 -0.3 -0.2
C -1.827784 -1.476553 5.394588 -0.2 -0.1 -1.3
C -2.173361 -1.786487 4.053066 0.4 0.5 2.2
C -1.188117 -1.800018 3.090334 -0.5 -0.6 -3.3
H 3.832776 -2.339723 -5.350257 0.0 -0.1 0.6
H 3.401850 -3.444312 -4.004212 0.0 0.4 0.0
H 4.882965 -2.443191 -3.894465 -0.7 0.0 -0.2
H 3.648826 0.084924 -5.204441 0.2 -0.1 0.9
H 4.836537 -0.069788 -3.869164 -0.4 0.0 0.0
H 3.347384 0.905075 -3.640285 0.2 -0.7 -0.2
H 1.721541 -1.226244 -5.332978 -0.2 0.0 0.0
H 0.977556 -0.450106 -3.900743 0.6 -0.7 -0.2
H 1.094916 -2.254156 -4.024512 0.2 0.5 0.0
H 5.131366 -1.249346 -1.967228 -0.2 -0.1 0.0
H 5.235664 -1.282056 0.446124 -0.1 0.1 0.0
H 0.801212 -1.517089 -1.856409 0.4 0.0 0.4
H 1.548079 -1.114695 4.955100 -0.1 0.2 0.2
H -0.236895 -0.870619 6.667308 0.3 -0.1 0.3
H -2.579393 -1.443811 6.185294 0.1 0.1 -0.1
H -3.234949 -1.939923 3.826380 0.4 -0.1 -0.1
O -4.783669 -0.619937 1.155023 -0.4 -0.7 -0.5
C -4.135032 -0.161370 0.204692 1.1 2.3 1.5
O -3.619670 -0.675181 -0.807145 0.0 -0.9 -0.4
C -3.748046 1.384992 0.403065 -2.0 -0.9 -1.0
C -4.818068 2.269029 0.484717 2.7 -1.0 0.1
C -4.494967 3.644019 0.591453 -0.9 0.4 -0.1
C -3.206442 4.145107 0.570709 0.0 -1.3 -0.1
C -2.197913 3.160162 0.461668 1.0 3.0 0.2
C -2.334112 1.765033 0.408030 -0.5 -2.4 1.2
O -1.433642 0.879582 0.584705 -0.9 1.4 -0.8
N -0.855582 3.753507 0.519354 -0.7 -1.1 -0.4
O -0.742759 4.834086 1.096148 0.8 -0.1 -0.2
O 0.038929 3.118447 -0.025659 0.1 1.0 0.5
N -5.613871 4.517271 0.706052 -0.1 -0.1 -0.2
O -5.389595 5.730552 0.895841 -1.2 -1.1 -0.2
O -6.738544 3.967506 0.597534 1.0 2.0 0.4
H -5.830692 1.887526 0.525045 0.2 0.2 0.0
H -2.965816 5.218859 0.635147 -0.2 -0.9 0.0
```
Positions in Å, forces in eV/Å.



No. 4
Below is C24H18N4O3Ru as an isolated structure in a non-equilibrium geometry, with properties calculated with the ωB97M-V functional and the def2-TZVPD basis.

The total charge is +2. As for the total energy: -39847.6325 eV. The calculation puts the energy relative to the best compared isomer or geometry (same formula, charge and spin) at 1.71 kcal per mole. The HOMO energy is -13.69 eV. The calculation puts the largest force on an atom at 1.7 eV Å⁻¹.

Geometry as XYZ:
```
50
Properties=species:S:1:pos:R:3:forces:R:3
Ru -0.829189 -0.580671 0.177462 0.4 0.5 -1.5
C 2.959627 -1.578847 -3.719899 0.0 0.0 0.0
C 2.003255 -0.570927 -3.575444 0.0 0.0 0.0
C 1.367590 -0.401438 -2.370023 0.0 0.0 -0.1
C 1.733114 -1.216565 -1.271544 -0.1 0.0 0.1
C 2.686301 -2.255245 -1.436932 0.0 -0.1 -0.1
C 3.286876 -2.427525 -2.658917 0.0 0.0 0.0
N 1.110726 -1.003785 -0.077869 -0.1 0.0 0.1
C 1.701440 -1.364708 1.098189 0.0 0.1 -0.1
C 3.100154 -1.415317 1.299418 0.0 0.0 0.1
C 3.584529 -1.750567 2.539907 0.0 0.0 0.0
C 2.700301 -2.037030 3.585550 0.0 0.0 0.0
C 1.319389 -1.965209 3.414249 -0.1 0.0 0.0
C 0.819701 -1.634301 2.178921 0.0 0.0 0.1
N -0.589859 -1.536187 1.965047 0.2 -0.3 0.4
N -1.034592 -2.423060 1.075805 0.1 0.6 0.3
C -2.472723 -2.303868 0.954609 -0.2 -0.2 0.1
C -3.375571 -3.333014 1.060317 0.0 0.1 0.1
C -4.706017 -3.002581 0.827676 0.0 0.0 0.0
C -5.056119 -1.706486 0.460673 0.0 0.0 0.0
C -4.070892 -0.746956 0.320444 0.0 0.0 0.1
N -2.797303 -1.056501 0.579176 -0.1 0.0 0.0
H 3.440329 -1.721574 -4.679205 0.0 0.0 0.0
H 1.761095 0.068313 -4.412672 0.0 0.0 0.0
H 0.628939 0.375801 -2.231409 0.0 0.0 0.0
H 2.870138 -2.949445 -0.627727 0.0 0.0 -0.1
H 3.992549 -3.232384 -2.809802 0.0 0.0 0.0
H 3.763874 -1.098589 0.505998 0.0 0.0 0.1
H 4.649779 -1.756903 2.723098 0.0 0.0 0.0
H 3.099395 -2.293309 4.558304 0.0 0.0 0.0
H 0.641085 -2.171090 4.231042 0.0 0.0 0.0
H -3.056191 -4.330292 1.326089 0.0 0.0 0.0
H -5.473987 -3.758519 0.922294 0.0 0.0 0.0
H -6.086770 -1.446118 0.268417 0.0 0.0 0.0
H -4.274794 0.266605 0.004416 0.0 0.0 0.0
O 0.226719 3.792962 1.763201 0.1 0.1 0.1
C -0.219485 4.161743 0.559682 -0.1 0.1 -0.3
C -0.222574 5.533262 0.281419 0.0 -0.2 0.1
C -0.671544 5.985459 -0.936414 0.0 0.0 0.0
C -1.138103 5.101298 -1.920696 0.0 -0.1 0.0
C -1.148621 3.756418 -1.665243 -0.1 0.1 -0.2
C -0.690886 3.260555 -0.429743 0.2 0.0 0.4
C -0.717199 1.846315 -0.201801 0.1 0.6 0.2
O -0.258175 1.289843 0.876644 -0.5 -0.8 0.1
O -1.196473 0.996616 -1.043442 0.2 -0.3 0.2
H 0.178368 2.836965 1.879202 0.0 -0.1 0.0
H 0.131511 6.210219 1.045841 0.0 0.0 0.0
H -0.667642 7.048316 -1.138790 0.0 0.0 0.0
H -1.488551 5.480975 -2.869299 0.0 0.0 0.0
H -1.513523 3.057344 -2.406217 0.0 0.0 0.0
```
Positions in Å, forces in eV/Å.